No. 1
Density functional theory data (the ωB97M-V functional and the def2-TZVPD basis) for the molecule C4H7ClN2.

Results
- spin multiplicity = 1
- SMILES string = C[C@H]1N=C[C@@H](Cl)N1
- LUMO level (eV) = 0.91
- E_HOMO (eV) = -9.61
- total energy (Ha) = -726.25164
- gap between HOMO and LUMO (hartree) = 0.386
- relative energy (zero: lowest compared OMol25 entry of this formula, charge and spin) (kcal per mole) = 55.8

XYZ file:
```
14
C4H7ClN2 the ωB97M-V functional and the def2-TZVPD basis
H -0.0190 1.6524 -1.0954
H -0.0550 0.8275 2.5246
C 0.5012 -0.3534 -1.7937
C -0.1805 0.1153 1.7653
H 1.5933 -0.0055 0.4574
Cl 0.3813 -1.4126 2.3748
N 0.8628 0.7059 0.5385
H 1.4186 -0.0343 -2.1138
C -1.4034 0.0369 1.0067
H -2.3209 -0.4388 1.2994
H -0.2267 -0.5730 -2.5292
H 0.8966 -1.3500 -1.5235
N -1.3778 0.2264 -0.2135
C -0.0705 0.6032 -0.6977
```

---

No. 2
Density functional theory data (the ωB97M-V functional and the def2-TZVPD basis) for a structure of composition C21H60AsF6O9.

Results
- spin multiplicity = 1
- LUMO level (eV) = 2.38
- net charge = -1
- E_HOMO (eV) = -7.40
- total energy (Ha) = -4348.50475
- gap between HOMO and LUMO (hartree) = 0.359
- relative energy (zero: lowest compared OMol25 entry of this formula, charge and spin) (kcal per mole) = 0.7

XYZ file:
```
97
C21H60AsF6O9 the ωB97M-V functional and the def2-TZVPD basis
H -6.5355 -18.4551 -11.4192
H -4.1089 -14.7228 -3.9934
H -0.2565 -20.0117 -8.7670
H -1.0882 -20.5406 -7.3299
H -10.7945 -12.3700 -4.5858
H -8.4341 -12.6191 -3.7813
H -11.0775 -11.9875 -7.0668
H -2.9974 -13.4438 -3.3278
H -8.8190 -16.7879 -12.3353
C -3.3863 -19.0087 -7.6510
H -1.4301 -18.1024 -7.5427
H -6.7471 -14.4571 -3.7226
H -9.0571 -16.3075 -9.0870
C -7.9772 -17.9101 -5.5843
O -2.1256 -16.0300 -2.8143
F -4.1693 -13.4451 -7.3026
C -1.2491 -20.1065 -8.3227
H -6.5178 -12.5042 -14.0048
H -3.8239 -18.0713 -7.3080
O -4.3345 -16.5881 -9.7154
H -1.8353 -20.8287 -8.8927
H -8.0651 -18.4268 -9.8498
O -7.0750 -15.1566 -3.1481
H -6.9874 -13.8321 -11.4423
C -10.2210 -11.5706 -6.5413
H -2.6344 -12.3152 -7.1082
H -2.4117 -8.3299 -7.6464
O -9.7618 -13.7324 -5.6339
C -7.2643 -12.7750 -11.5032
H -6.8436 -18.0492 -7.3948
H -7.9185 -18.3001 -4.5632
H -2.7202 -17.5308 -9.5164
H -8.9859 -10.9211 -3.9629
O -2.0596 -18.2437 -9.5163
As -5.8792 -13.6719 -7.4136
C -8.7467 -11.8512 -4.4870
H -10.3770 -10.4994 -6.3646
H -3.4399 -19.7147 -6.8164
F -7.6207 -13.8881 -7.5742
H -5.8834 -18.3254 -5.9052
H -3.9082 -11.0238 -5.2316
C -9.9476 -12.3554 -5.2763
H -6.4834 -10.9649 -12.4414
H -9.4624 -19.3430 -6.1798
H -9.0449 -13.7504 -6.2838
H -4.2485 -9.3312 -5.7100
C -2.8343 -10.3763 -7.0171
H -7.4479 -15.8010 -3.7769
H -5.0609 -16.9670 -10.2356
H -8.2045 -12.7236 -12.0547
H -3.2047 -13.7485 -5.0530
H -4.1340 -11.3019 -11.8806
C -8.1332 -16.2972 -9.6694
H -2.0842 -15.7118 -6.1600
H -8.9869 -18.5163 -12.1952
H -7.2159 -16.2063 -6.1969
C -6.8365 -18.5100 -6.4044
C -1.8917 -9.2641 -7.4144
H -10.1246 -17.8698 -5.5278
H -4.5002 -12.7789 -11.0130
O -7.8128 -16.4980 -5.4958
H -3.2107 -16.6867 -5.2685
C -8.0125 -17.5457 -10.4988
H -7.3088 -16.1527 -8.9747
C -3.1362 -14.2237 -4.0699
H -1.1446 -9.0354 -6.6534
F -6.0794 -13.5410 -5.6967
C -9.0381 -17.5872 -11.6266
H -3.5867 -10.5327 -7.7964
H -3.9961 -19.4379 -8.4484
C -3.4919 -10.1153 -5.6686
F -5.6639 -13.8735 -9.1329
H -6.8979 -19.5957 -6.5016
F -6.1283 -11.9712 -7.6019
F -5.7819 -15.4191 -7.2548
H -7.8977 -11.6154 -5.1355
C -6.1620 -11.9778 -12.1637
H -1.4587 -17.0582 -5.2288
C -2.2019 -16.2639 -5.2192
C -4.9160 -11.8163 -11.3158
H -1.3629 -9.5335 -8.3319
H -7.3846 -12.5413 -10.4434
H -5.0086 -11.2498 -10.3884
H -4.7117 -15.7913 -9.3281
O -6.6889 -17.5564 -11.1109
O -2.0503 -11.5711 -6.9277
H -2.9443 -16.5330 -2.7608
H -9.3334 -11.5806 -7.1815
H -9.4706 -17.9004 -7.1940
H -2.7058 -9.8247 -4.9629
H -10.0235 -17.4138 -11.1881
C -1.9727 -18.7857 -8.2057
O -5.7725 -12.5986 -13.4055
H -1.0742 -14.8696 -4.0404
H -8.1743 -15.4023 -10.2944
C -2.0773 -15.3024 -4.0533
C -9.3331 -18.2548 -6.1728
```